A cluster of 6 separate species, C10H30FO10 in total at a distorted geometry. Source: the Open Molecules 2025 dataset; level of theory: ωB97M-V with the def2-TZVPD basis set.

Each line ends with the Mulliken charge.
Cartesian coordinates (Å):
F  -13.73203  27.63997  23.76352  -0.456
C  -17.02509  26.52880  25.33582  -0.436
C  -17.06626  27.98268  24.80712  -0.252
O  -16.61085  28.01350  23.55707  -0.515
O  -15.66035  26.11176  25.57491  -0.526
H  -17.26542  25.67486  24.70247  0.230
H  -17.57927  26.31920  26.25072  0.337
H  -16.45824  28.57636  25.48973  0.193
H  -18.04012  28.44763  24.96050  0.452
H  -15.69096  27.74070  23.58857  0.132
H  -15.19955  26.50387  24.82958  0.037
C  -14.51761  24.36228  23.12182  -0.422
C  -13.01944  24.24889  22.78823  -0.277
O  -12.28506  25.17138  23.61838  -0.475
O  -15.13247  25.50959  22.57608  -0.521
H  -14.73838  24.32019  24.18839  0.158
H  -14.95252  23.47140  22.66873  0.433
H  -12.95369  24.40365  21.71128  0.184
H  -12.58557  23.29822  23.09819  0.415
H  -12.56219  26.06725  23.41290  0.082
H  -14.68273  26.26957  22.95259  0.370
C  -13.17333  30.81164  23.21432  -0.170
C  -12.19611  30.62536  24.44173  -0.527
O  -11.77506  29.33946  24.57138  -0.511
O  -14.48912  30.47855  23.63034  -0.604
H  -13.03072  30.12195  22.38240  0.139
H  -13.17788  31.79763  22.74967  0.369
H  -12.80674  30.59571  25.34414  0.376
H  -11.31490  31.24356  24.61321  0.377
H  -12.54637  28.78424  24.43570  0.125
H  -14.34417  29.53919  23.76520  0.210
C  -11.71369  27.55690  27.93033  -0.585
C  -12.83757  27.13990  26.97966  0.281
O  -13.62416  26.03827  27.42969  -0.659
O  -12.27055  28.34676  28.96619  -0.538
H  -11.02414  28.27682  27.48951  0.296
H  -11.07557  26.75612  28.30404  0.363
H  -12.33765  26.86835  26.04991  0.051
H  -13.41622  27.96648  26.56731  0.079
H  -14.33546  25.81478  26.82495  0.428
H  -11.57136  28.39592  29.62217  0.295
C  -10.31690  27.84329  21.59464  -0.478
C  -11.46798  27.01408  20.85004  -0.065
O  -12.56066  27.77920  21.17481  -0.571
O  -10.16457  27.46070  22.93627  -0.535
H  -10.47078  28.92165  21.55506  0.207
H  -9.39687  27.62448  21.05265  0.393
H  -11.38593  25.94633  21.05322  0.015
H  -11.19437  27.05659  19.79580  0.444
H  -12.85490  27.76324  22.08847  0.294
H  -10.81624  27.93161  23.46084  0.358

Calculated values
* energy above the lowest of the compared OMol25 structures with the same formula, charge and spin: 202.4 kJ/mol
* LUMO: 0.1164 Eh
* E_HOMO: -0.22832 Ha
* charge: -1
* E: -1251.2369 hartree
* max |F|: 0.080 Eh/bohr